{
  "formula": "C16H68F3N2O23",
  "method": "wB97M-V/def2-TZVPD",
  "fmax_ev_per_a": 1.57,
  "energy_ha": -2789.77086,
  "homo_lumo_gap_ev": 8.287,
  "charge": 1,
  "lumo_ev": -3.3,
  "multiplicity": 1,
  "species": ["C", "C", "O", "C", "N", "C", "C", "O", "C", "O", "O", "C", "O", "C", "C", "C", "C", "C", "C", "C", "N", "C", "C", "F", "F", "F", "H", "H", "H", "H", "H", "H", "H", "H", "H", "H", "H", "H", "H", "H", "H", "H", "H", "H", "H", "H", "H", "H", "H", "H", "H", "H", "H", "H", "H", "H", "H", "H", "O", "H", "H", "O", "H", "H", "O", "H", "H", "O", "H", "H", "O", "H", "H", "O", "H", "H", "O", "H", "H", "O", "H", "H", "O", "H", "H", "O", "H", "H", "O", "H", "H", "O", "H", "H", "O", "H", "H", "O", "H", "H", "O", "H", "H", "O", "H", "H", "O", "H", "H", "O", "H", "H"],
  "coordinates": [[4.41072, 1.35131, -0.34892], [3.11806, 1.76056, -1.09753], [3.41754, 2.15095, -2.44976], [2.37176, 2.92580, -0.43959], [1.18975, 2.47871, 0.31960], [1.44277, 2.21008, 1.72197], [1.06463, 0.76879, 2.14350], [1.55585, -0.13733, 1.15599], [0.72217, -1.16321, 0.80800], [1.33181, -1.85540, -0.22667], [-0.51308, -0.68445, 0.32063], [-1.66295, -1.18550, 0.96648], [-2.76452, -0.71837, 0.27856], [-3.93597, -0.55534, 1.15282], [-5.19742, -0.65312, 0.29464], [-5.93925, -1.95705, 0.69016], [-6.21949, 0.52114, 0.30703], [-6.39078, 1.05723, -1.14168], [-5.94188, 1.71053, 1.24532], [-1.67364, -2.72063, 1.01704], [-0.34698, -3.28183, 1.46356], [0.57565, -2.20664, 1.93150], [1.88649, -2.88879, 2.33946], [2.83045, -2.05985, 2.69473], [1.59557, -3.65696, 3.42333], [2.33254, -3.72158, 1.40449], [5.18574, 1.15422, -1.07830], [4.19352, 0.45347, 0.23335], [4.69088, 2.14701, 0.33322], [2.41970, 0.92137, -1.14915], [3.66105, 1.34290, -2.91035], [3.01752, 3.50188, 0.22986], [1.99935, 3.58032, -1.22988], [0.44096, 3.13568, 0.19023], [0.88060, 2.88475, 2.37837], [2.49783, 2.33067, 1.97807], [-0.00821, 0.66566, 2.32720], [1.57223, 0.57951, 3.09797], [1.37384, -1.25318, -0.98864], [-1.74071, -0.80137, 1.99867], [-3.83173, 0.33065, 1.78247], [-3.92088, -1.42405, 1.82305], [-4.87626, -0.82322, -0.73548], [-6.25503, -1.91825, 1.73630], [-5.23556, -2.79165, 0.59165], [-6.80414, -2.10725, 0.04859], [-7.19102, 0.10071, 0.57857], [-6.72551, 0.21861, -1.75719], [-7.13406, 1.85165, -1.14926], [-5.42962, 1.41635, -1.50831], [-4.89292, 1.98393, 1.34871], [-6.41595, 1.54256, 2.21752], [-6.44753, 2.58652, 0.83061], [-1.90486, -3.13631, 0.03722], [-2.42651, -3.03802, 1.73504], [-0.51898, -3.94602, 2.21762], [0.08300, -3.76586, 0.66704], [0.18007, -1.74391, 2.83637], [-0.12145, 0.25707, -2.31510], [-0.73572, 0.02615, -1.60854], [-0.35141, 1.16011, -2.55758], [3.02178, -6.48512, -0.24324], [2.60010, -7.17585, 0.28605], [2.72223, -5.66340, 0.15526], [-3.90631, -0.47557, -2.72636], [-3.13336, -0.64465, -2.17682], [-3.69997, -0.90557, -3.56337], [0.00249, -4.96420, 5.72182], [0.77683, -5.26887, 6.20584], [0.34583, -4.63505, 4.88853], [7.07435, 2.64273, -0.48487], [7.16401, 3.13432, -1.31015], [7.91135, 2.17627, -0.39521], [6.68216, -0.04909, 1.33608], [5.90744, -0.34486, 1.82130], [7.06883, -0.86226, 0.98751], [-6.71793, 4.59989, 0.14270], [-6.18084, 5.13745, 0.73121], [-6.39727, 4.82029, -0.74122], [-2.53898, 2.84255, 0.84932], [-2.26135, 1.91835, 0.80837], [-1.77508, 3.31458, 1.20179], [2.62455, -8.44399, 2.33197], [2.97602, -7.55626, 2.45408], [3.25619, -9.00571, 2.79364], [5.57146, 3.21881, -4.27901], [4.74109, 2.92972, -3.87690], [5.94607, 2.41636, -4.65612], [8.90841, -2.51936, 1.33096], [8.79907, -3.40367, 1.69366], [9.22704, -1.99408, 2.07285], [7.31788, 5.40069, -5.27113], [6.86855, 4.67139, -4.82724], [6.89109, 6.18527, -4.91368], [-4.16342, 4.15519, -1.25653], [-3.96913, 5.09320, -1.16046], [-3.58290, 3.72337, -0.61585], [-7.81322, 5.49103, -2.64872], [-8.43286, 5.18919, -1.97535], [-8.10025, 6.38651, -2.85198], [5.23464, 5.71675, -2.51469], [5.03923, 4.85848, -2.90617], [4.69518, 5.74935, -1.71944], [-1.66508, -5.21284, -0.93445], [-1.71600, -6.05666, -0.47329], [-1.01841, -5.39141, -1.63458], [0.57436, -6.89688, -2.00278], [0.70726, -7.83793, -2.15313], [1.45510, -6.57283, -1.76477], [-0.89946, 4.11363, -1.13464], [-1.21406, 3.23921, -0.88359], [-1.41279, 4.32983, -1.92183]],
  "mulliken_charge": [-0.9826, 1.6785, -0.6264, -1.5601, 0.1511, -0.9981, -0.3505, 0.1680, -0.4125, -0.6779, 0.4889, -0.4471, 0.1884, -0.9827, 0.9620, -1.8894, 0.4552, -1.4978, -1.1574, -0.9467, 0.1205, -0.4134, 0.3887, -0.1929, -0.3100, -0.1974, 0.3741, -0.0999, 0.3531, -0.4092, 0.4420, 0.2688, 0.4756, 0.0617, 0.3509, 0.3432, 0.2959, 0.2377, 0.5002, 0.3914, 0.5892, 0.4447, -0.2734, 0.4410, 0.3752, 0.5018, 0.2696, 0.3710, 0.4816, 0.2638, 0.1398, 0.2574, 0.3939, 0.2826, 0.5355, 0.4781, 0.6349, 0.6164, -0.6228, 0.1504, 0.2786, -0.6550, 0.3421, 0.3418, -0.5881, 0.2185, 0.2725, -0.6348, 0.3237, 0.3427, -0.5918, 0.3053, 0.2901, -0.5994, 0.2543, 0.3293, -0.6418, 0.2892, 0.3265, -0.5861, 0.2702, 0.2629, -0.6323, 0.3008, 0.3315, -0.5711, 0.3017, 0.2557, -0.6402, 0.3163, 0.3307, -0.6266, 0.3308, 0.3211, -0.6156, 0.2950, 0.3365, -0.6369, 0.3239, 0.3054, -0.6011, 0.3175, 0.3082, -0.5831, 0.2822, 0.2978, -0.6171, 0.2926, 0.3492, -0.6136, 0.1706, 0.3451]
}